[1]
This record from OMol25 describes a 2-piece molecular cluster, Br2O3PS overall. The level of theory is the ωB97M-V functional and the def2-TZVPD basis.

HOMO-LUMO gap (spin up / spin down) in eV: 5.47 / 7.05
E_LUMO (spin up / spin down) in eV: 2.19 / 3.05
HOMO energy (spin up / spin down) in eV: -3.28 / -4.00
Net charge: -1

```
7
Br2O3PS the ωB97M-V functional and the def2-TZVPD basis
O 0.03950 0.61994 -1.65058
O -1.60852 -0.19089 0.01567
O 0.15207 1.40925 0.69303
P 1.87957 -2.14148 0.43328
S -0.33346 0.43463 -0.26206
Br 3.26215 -1.65021 2.09184
Br 0.43876 -3.41541 1.54755
```

=====

[2]
This record from OMol25 describes one molecule with the formula C3H7N3OS. The level of theory is the ωB97M-V functional and the def2-TZVPD basis.

HOMO-LUMO gap in eV: 10.10
E_LUMO in eV: 0.68
HOMO energy in eV: -9.42
SMILES string: [H]/N=C(NS)/C(C)=N\O

```
15
C3H7N3OS the ωB97M-V functional and the def2-TZVPD basis
C -0.92719 0.41114 1.70251
C -0.69389 -0.12065 0.30024
C 0.25262 0.74727 -0.57915
H -1.59647 -0.25214 2.26903
H -1.31133 1.43781 1.69242
H 0.03614 0.45959 2.25494
H -1.79024 -2.33743 -1.37326
H 0.55723 2.20516 -1.73840
H 2.14080 0.97573 -1.20615
H 2.17755 -2.02393 -0.43449
N -1.37203 -1.12960 -0.08498
N -0.15326 1.86224 -1.07845
N 1.54259 0.26391 -0.71947
O -1.11164 -1.64071 -1.31359
S 2.24911 -0.85839 0.30878
```

=====

[3]
This record from OMol25 describes one molecule with the formula C4H9ClN2O. The level of theory is the ωB97M-V functional and the def2-TZVPD basis.

HOMO-LUMO gap in eV: 9.96
E_LUMO in eV: 0.80
HOMO energy in eV: -9.17
SMILES string: CN/N=C(\CO)CCl

```
17
C4H9ClN2O the ωB97M-V functional and the def2-TZVPD basis
C -2.46702 -0.91734 -0.55267
C 0.86139 -0.13934 0.26185
C 0.80231 1.39526 0.40839
C 2.11676 -0.88287 0.36152
H -2.28955 -1.41215 -1.51667
H -3.32674 -0.28906 -0.59559
H -2.59180 -1.75211 0.19138
H -1.54684 0.56963 0.56850
H 0.24546 1.60352 1.34531
H 1.84593 1.74996 0.65195
H -0.37174 1.67387 -1.08902
H 1.95407 -1.96637 0.39721
H 2.51220 -0.58998 1.37050
N -1.35185 -0.00985 -0.30013
N -0.18955 -0.76093 -0.12796
O 0.39060 2.07797 -0.69774
Cl 3.40637 -0.35022 -0.67684
```

=====

[4]
This record from OMol25 describes one molecule with the formula C16H17NO5. The level of theory is the ωB97M-V functional and the def2-TZVPD basis.

HOMO-LUMO gap in eV: 8.45
E_LUMO in eV: -0.37
HOMO energy in eV: -8.82
SMILES string: CCOc1cccc2cc(C(=O)N3CCOCC3)c(=O)oc12

```
39
C16H17NO5 the ωB97M-V functional and the def2-TZVPD basis
C 3.86349 2.34077 -1.27472
C 3.80802 2.25837 0.24550
O 4.21587 0.98754 0.73741
C 3.50215 -0.13970 0.52932
C 4.20578 -1.32325 0.74959
C 3.61616 -2.56952 0.61530
C 2.29520 -2.67331 0.24542
C 1.55032 -1.51214 0.02232
C 2.14280 -0.24621 0.17362
O 1.40654 0.88216 -0.02122
C 0.09150 0.88407 -0.36682
O -0.44888 1.95758 -0.49403
C -0.54366 -0.41821 -0.54306
C 0.17646 -1.54902 -0.37433
H -0.28365 -2.51257 -0.54357
C -1.93910 -0.49426 -1.09473
O -2.13365 -1.03650 -2.16771
N -2.92832 0.03231 -0.34818
C -2.76358 0.53285 1.00470
H -1.98581 1.29811 1.03243
C -4.07447 1.15966 1.47518
H -3.97894 1.48616 2.51316
O -5.15529 0.25474 1.45656
C -5.16862 -0.60187 0.32463
H -4.81414 -1.59776 0.62919
C -4.29730 -0.08522 -0.81315
H -4.66084 0.88597 -1.16521
H -4.30280 -0.78445 -1.65188
H -6.20970 -0.68911 -0.00004
H -4.29716 2.03961 0.85514
H -2.48641 -0.28879 1.67932
H 1.81948 -3.63354 0.12461
H 4.20331 -3.45642 0.79497
H 5.24202 -1.23117 1.03334
H 4.54033 2.94193 0.68412
H 2.81343 2.52476 0.61111
H 3.11857 1.69161 -1.72737
H 3.66445 3.36167 -1.58703
H 4.84824 2.04558 -1.63029
```

=====

Which energy relative to the best compared isomer or geometry (same formula, charge and spin) belongs to each record? In order, 2.238 3.113 1.902 2.168 eV.